C2H7I3NSi | wB97M-V/def2-TZVPD

Calculated values
Max |F| in eV Å⁻¹: 7.04
Gap between HOMO and LUMO in eV: 9.0
E_tot in eV: -35851.58498
Relative energy (zero: lowest compared OMol25 entry of this formula, charge and spin) in eV: 1.5525

```
! RIJCOSX wB97M-V def2-TZVPD def2/J DEFGRID3
* xyz 1 1
I 1.983 2.291 -1.322
H 0.225 -2.667 0.101
C 0.271 -1.852 0.828
N 0.461 -0.538 0.123
H 1.211 -2.065 1.416
C -0.550 0.103 -0.588
H -0.550 -0.244 -2.052
Si -0.311 2.006 -0.593
I -2.231 2.964 -1.817
H -0.487 -1.723 1.656
H 0.561 0.149 0.951
I -0.391 2.302 1.896
H -1.607 -0.047 -0.166
H 1.415 -0.680 -0.433
*
```